# 1
This record from OMol25 describes a structure of composition C30H42N4OP2W. The level of theory is the ωB97M-V functional and the def2-TZVPD basis.

HOMO energy (spin up / spin down)	-13.27 / -13.27	eV
total charge	+2
2S+1	3
⟨S²⟩	2.047

Element x y z (Å)
W: -0.418 -1.523 0.210
C: -1.060 3.237 3.897
C: -1.516 2.656 2.733
C: -0.860 2.777 1.418
C: 0.116 1.638 1.172
C: 1.510 1.771 1.768
C: 1.824 2.467 2.870
C: 1.360 3.897 3.122
C: 0.072 4.216 3.911
C: 0.744 -3.125 1.461
H: -1.504 2.946 4.846
H: -2.408 2.028 2.740
H: -0.468 3.759 1.147
H: -1.668 2.674 0.687
H: -0.366 0.771 1.667
H: 0.149 1.448 0.090
H: 2.228 1.074 1.274
H: 2.602 2.075 3.491
H: 1.262 4.371 2.122
H: 2.194 4.349 3.680
H: 0.330 4.464 4.951
H: -0.314 5.103 3.426
H: 0.610 -3.025 2.601
H: 1.832 -3.072 1.133
H: 0.201 -4.012 1.093
P: 1.526 -1.296 -0.820
P: -2.221 -0.474 -0.685
N: 2.981 -0.114 -1.400
N: 2.278 -2.518 -2.242
N: -2.020 1.068 -1.825
N: -3.710 -0.948 -1.672
C: 0.362 -0.629 -1.997
C: -0.911 -1.440 -1.768
C: 4.188 -0.091 -0.717
C: 5.118 0.688 -1.431
C: 4.457 1.119 -2.606
C: 3.161 0.606 -2.567
C: 2.573 -3.800 -1.858
C: 3.206 -4.483 -2.893
C: 3.328 -3.587 -3.999
C: 2.744 -2.393 -3.541
C: -2.566 2.314 -1.510
C: -2.520 3.126 -2.632
C: -1.910 2.372 -3.657
C: -1.653 1.100 -3.169
C: -4.513 -0.193 -2.546
C: -5.308 -1.037 -3.293
C: -5.021 -2.382 -2.860
C: -4.031 -2.288 -1.884
H: 0.609 -0.710 -3.030
H: 0.246 0.431 -1.838
H: -1.578 -1.653 -2.633
H: -0.728 -2.496 -1.282
H: 4.275 -0.611 0.213
H: 6.125 0.905 -1.112
H: 4.883 1.721 -3.392
H: 2.357 0.740 -3.276
H: 2.290 -4.131 -0.873
H: 3.535 -5.510 -2.856
H: 3.815 -3.771 -4.936
H: 2.612 -1.495 -4.120
H: -2.990 2.483 -0.528
H: -2.947 4.139 -2.700
H: -1.698 2.687 -4.682
H: -1.225 0.222 -3.657
H: -4.383 0.889 -2.577
H: -5.993 -0.735 -4.062
H: -5.478 -3.284 -3.229
H: -3.501 -3.063 -1.342
C: -1.148 -2.067 5.170
C: -1.057 -1.177 3.924
C: 0.379 -0.711 3.806
O: -1.570 -1.655 2.773
H: -0.529 -2.971 5.138
H: -2.138 -2.358 5.476
H: -0.748 -1.450 5.993
H: -1.722 -0.329 4.213
H: 1.032 -1.340 4.400
H: 0.831 -0.656 2.812
H: 0.457 0.269 4.268

# 2
This record from OMol25 describes a cluster of 10 separate species, C30H42O30 in total. The level of theory is the ωB97M-V functional and the def2-TZVPD basis.

HOMO energy	-10.13	eV
relative energy (zero: lowest compared OMol25 entry of this formula, charge and spin)	0.0	kcal/mol
total charge	0

Element x y z (Å)
C: -3.688 1.552 1.209
O: -4.221 2.816 0.858
C: -5.532 2.954 0.755
O: -6.328 2.058 0.641
O: -5.834 4.245 0.905
C: -7.175 4.623 0.682
H: -2.824 1.676 1.862
H: -3.457 0.911 0.363
H: -4.351 1.003 1.883
H: -7.958 3.908 0.925
H: -7.314 4.857 -0.378
H: -7.383 5.556 1.201
O: 2.674 -6.250 -6.816
C: 2.274 -5.447 -6.017
O: 2.072 -5.784 -4.738
C: 1.743 -4.596 -3.966
C: 1.763 -3.458 -5.000
O: 2.016 -4.155 -6.235
H: 0.762 -4.815 -3.566
H: 2.613 -4.559 -3.316
H: 2.619 -2.796 -4.870
H: 0.861 -2.859 -4.916
O: -2.343 2.593 -1.950
C: -2.755 3.641 -2.347
O: -1.959 4.690 -2.570
C: -2.720 5.881 -2.373
C: -4.152 5.379 -2.598
O: -4.052 3.961 -2.564
H: -2.638 6.414 -1.425
H: -2.370 6.536 -3.174
H: -4.548 5.689 -3.565
H: -4.755 5.815 -1.800
O: 4.007 2.034 5.342
C: 3.868 1.314 4.403
O: 3.284 0.110 4.487
C: 2.912 -0.436 3.219
C: 3.427 0.685 2.274
O: 4.099 1.642 3.102
H: 3.562 -1.301 3.100
H: 1.846 -0.602 3.106
H: 2.620 1.284 1.852
H: 4.120 0.221 1.575
O: -2.632 -1.631 2.508
C: -3.359 -2.549 2.320
O: -3.249 -3.353 1.249
C: -4.070 -4.490 1.350
C: -4.996 -4.089 2.510
O: -4.343 -2.989 3.143
H: -4.667 -4.647 0.453
H: -3.536 -5.418 1.561
H: -5.321 -4.836 3.229
H: -5.924 -3.680 2.093
O: 1.222 -3.404 3.587
C: 1.133 -4.079 2.611
O: 2.022 -4.095 1.587
C: 1.386 -4.702 0.459
C: 0.389 -5.659 1.170
O: 0.128 -4.898 2.340
H: 0.846 -4.019 -0.197
H: 2.051 -5.277 -0.179
H: 0.844 -6.625 1.374
H: -0.557 -5.689 0.635
O: 0.120 -2.757 -2.552
C: 0.128 -1.866 -1.756
O: 1.214 -1.129 -1.474
C: 0.943 -0.158 -0.480
C: -0.595 -0.175 -0.378
O: -0.931 -1.378 -1.116
H: 1.374 -0.534 0.452
H: 1.361 0.816 -0.715
H: -1.064 0.721 -0.778
H: -0.938 -0.456 0.615
O: 1.884 2.931 -4.275
C: 1.741 3.289 -3.149
O: 0.687 3.023 -2.372
C: 0.851 3.613 -1.087
C: 1.937 4.650 -1.339
O: 2.594 4.129 -2.513
H: -0.122 3.991 -0.792
H: 1.276 2.888 -0.391
H: 2.735 4.734 -0.602
H: 1.574 5.671 -1.478
O: 4.110 -5.163 -1.279
C: 4.500 -4.046 -1.367
O: 4.022 -3.130 -2.219
C: 4.812 -1.951 -2.184
C: 5.478 -2.104 -0.824
O: 5.560 -3.526 -0.687
H: 5.425 -1.825 -3.077
H: 4.094 -1.125 -2.199
H: 5.034 -1.642 0.058
H: 6.515 -1.759 -0.878
O: -0.364 1.393 2.655
C: 0.244 2.302 3.133
O: 0.436 2.451 4.437
C: 1.198 3.637 4.658
C: 1.806 4.007 3.308
O: 1.129 3.067 2.435
H: 0.720 4.484 5.145
H: 1.991 3.298 5.323
H: 2.860 3.752 3.335
H: 1.510 5.018 3.044

# 3
This record from OMol25 describes a structure of composition C30H43AlN9PS2. The level of theory is the ωB97M-V functional and the def2-TZVPD basis.

HOMO energy	-6.84	eV
total charge	0

Element x y z (Å)
Al: 1.960 -1.381 -0.791
S: 2.679 -2.835 1.034
C: 3.549 -4.016 0.075
C: 3.445 -5.346 0.555
N: 3.345 -6.439 0.925
C: 4.143 -3.694 -1.163
S: 4.003 -2.240 -2.026
C: 4.978 -4.777 -1.622
N: 5.630 -5.666 -2.006
C: 3.050 4.277 -3.399
C: 2.875 2.916 -2.813
C: 2.303 1.901 -3.591
C: 2.042 0.634 -3.099
N: 2.462 0.306 -1.836
C: 3.177 1.195 -1.123
C: 3.362 2.528 -1.562
H: 2.339 4.428 -4.283
H: 4.043 4.531 -3.758
H: 2.790 5.063 -2.623
H: 1.922 2.081 -4.572
H: 1.482 -0.157 -3.630
H: 3.679 0.908 -0.215
H: 3.780 3.328 -0.982
N: 0.681 -0.521 0.254
P: -0.378 0.273 1.031
N: 0.282 1.593 1.825
C: 1.461 1.382 2.603
C: 2.536 2.462 2.373
C: 2.035 3.771 2.971
C: 0.519 3.960 2.706
C: -0.128 2.981 1.723
N: -1.139 -0.626 2.278
C: -0.917 -2.049 2.565
C: -2.255 -2.811 2.682
C: -3.204 -2.182 3.764
C: -2.568 -0.848 4.331
C: -1.988 0.079 3.268
N: -1.719 0.978 0.223
C: -1.528 2.030 -0.819
C: -2.607 2.043 -1.952
C: -4.007 2.079 -1.369
C: -4.060 1.254 -0.055
C: -2.939 0.243 0.028
H: 1.762 0.325 2.365
H: 1.259 1.319 3.634
H: 2.695 2.753 1.313
H: 3.516 2.171 2.801
H: 2.568 4.628 2.657
H: 2.216 3.725 4.081
H: 0.334 4.979 2.371
H: -0.068 4.008 3.665
H: 0.154 3.313 0.720
H: -1.214 3.056 1.876
H: -0.434 -2.152 3.528
H: -0.237 -2.511 1.824
H: -2.010 -3.879 2.844
H: -2.826 -2.861 1.735
H: -3.432 -2.770 4.663
H: -4.207 -1.972 3.409
H: -1.803 -1.055 5.132
H: -3.313 -0.290 4.894
H: -1.370 0.874 3.664
H: -2.826 0.608 2.777
H: -0.539 1.962 -1.365
H: -1.607 2.999 -0.335
H: -2.368 1.195 -2.619
H: -2.373 2.961 -2.518
H: -4.783 1.628 -2.046
H: -4.396 3.094 -1.088
H: -5.033 0.725 -0.019
H: -4.092 1.914 0.805
H: -2.877 -0.482 -0.845
H: -3.124 -0.510 0.773
N: -2.335 -4.337 -3.923
C: -1.380 -3.700 -3.180
C: -0.169 -4.348 -2.987
C: 0.874 -3.598 -2.421
N: 0.671 -2.338 -2.040
C: -0.492 -1.679 -2.243
C: -1.547 -2.370 -2.777
H: -2.098 -5.265 -4.250
H: -3.104 -3.822 -4.304
H: 0.013 -5.331 -3.338
H: 1.896 -4.114 -2.288
H: -0.525 -0.658 -1.883
H: -2.490 -1.834 -2.991

# 4
This record from OMol25 describes a structure of composition C30H43As2KN3O5. The level of theory is the ωB97M-V functional and the def2-TZVPD basis.

HOMO energy	-3.47	eV
relative energy (zero: lowest compared OMol25 entry of this formula, charge and spin)	23.4	kcal/mol
total charge	-1

Element x y z (Å)
K: 0.614 0.272 -0.081
O: 2.181 2.002 2.993
C: 1.715 0.816 2.558
O: 0.544 0.548 2.527
C: 2.822 -0.078 2.065
O: 2.298 -1.355 1.820
C: 3.056 -2.120 0.878
C: 2.935 -1.663 -0.592
O: 3.153 -2.548 -1.427
O: 2.625 -0.455 -0.775
H: 1.401 2.550 3.176
H: 3.627 -0.089 2.811
H: 3.202 0.362 1.135
H: 2.683 -3.138 0.960
H: 4.117 -2.126 1.158
N: -1.979 0.001 -1.546
C: -2.662 0.857 -2.409
C: -3.930 0.511 -2.874
C: -4.644 1.372 -3.693
C: -4.094 2.585 -4.074
C: -2.827 2.923 -3.610
C: -2.097 2.094 -2.768
C: -0.742 2.519 -2.281
C: 0.255 2.673 -3.252
C: 1.535 3.081 -2.902
C: 1.809 3.338 -1.566
C: 0.800 3.178 -0.618
C: -0.513 2.774 -0.911
H: -2.303 -0.953 -1.505
H: -0.978 0.016 -1.640
H: -4.355 -0.444 -2.582
H: -5.631 1.085 -4.037
H: -4.642 3.263 -4.715
H: -2.387 3.875 -3.888
H: 0.028 2.452 -4.292
H: 2.306 3.175 -3.656
H: 2.806 3.643 -1.265
H: 1.076 3.383 0.422
C: -1.358 3.311 2.214
As: -1.841 1.723 1.133
C: -3.512 2.437 0.384
C: -2.870 0.840 2.710
C: -3.699 1.535 3.598
C: -4.392 0.897 4.613
C: -4.274 -0.480 4.767
C: -3.456 -1.190 3.905
C: -2.752 -0.543 2.886
As: -1.550 -1.594 1.713
C: -2.808 -3.032 1.227
C: -0.633 -2.605 3.130
H: -2.226 3.946 2.398
H: -0.616 3.899 1.676
H: -0.974 2.973 3.179
H: -4.127 2.857 1.179
H: -4.067 1.635 -0.105
H: -3.263 3.199 -0.351
H: -3.808 2.610 3.490
H: -5.027 1.468 5.283
H: -4.813 -0.995 5.554
H: -3.365 -2.263 4.037
H: -3.440 -3.323 2.066
H: -2.237 -3.904 0.901
H: -3.445 -2.704 0.404
H: -1.338 -3.083 3.811
H: 0.008 -1.917 3.678
H: 0.000 -3.364 2.667
C: -1.441 -4.871 -2.973
C: -0.110 -4.150 -3.213
C: 0.193 -4.103 -4.707
C: 1.020 -4.858 -2.476
N: -0.166 -2.742 -2.780
N: -0.287 -2.510 -1.386
H: -1.376 -5.927 -3.246
H: -2.240 -4.417 -3.565
H: -1.733 -4.829 -1.920
H: 0.204 -5.109 -5.132
H: 1.159 -3.629 -4.874
H: -0.567 -3.522 -5.236
H: 1.198 -5.830 -2.943
H: 0.768 -5.040 -1.429
H: 1.934 -4.264 -2.505
H: -0.953 -2.278 -3.222
H: 0.645 -2.550 -0.983
H: -0.849 -3.221 -0.920

no.,F_max (eV/Å),calculated total energy (Eh)
1,8.11,-2211.23857
2,2.37,-3425.59263
3,3.43,-3042.04264
4,1.65,-6780.92039